[1]
# C16H33BrN2O5

A 4-piece molecular cluster, C16H33BrN2O5 overall (ωB97M-V/def2-TZVPD, the OMol25 dataset).

Structure (XYZ):
```
57
Properties=species:S:1:pos:R:3:forces:R:3
H -1.788326 -4.412240 0.586066 0.0 0.9 -0.6
N -2.023919 -3.596317 -0.026098 4.7 3.6 -0.3
C -0.911566 -2.749020 -0.107803 -3.3 -3.1 1.0
C 0.419300 -3.224741 0.723326 0.7 -0.1 0.2
C -1.027152 -1.373248 -1.029522 0.8 -0.7 -0.6
C -0.114202 -0.125532 -0.483785 -0.1 0.8 0.5
C 0.763803 0.712306 -1.633711 -1.2 0.3 0.4
N 1.226769 1.960711 -0.870712 -1.6 0.4 0.6
C 0.478551 2.100821 0.442268 1.1 2.3 3.4
O 0.815581 2.864544 1.517527 -1.9 -4.7 -7.3
C -0.850845 1.086089 0.393275 2.3 2.1 0.3
C -1.116523 0.851046 1.992730 -2.1 -3.0 -0.2
C -2.185989 -0.565676 2.170098 -2.8 1.7 -1.9
C -3.555326 -0.552178 1.101176 0.8 0.1 5.4
O -3.619097 -0.263830 2.719979 3.9 -2.0 -2.6
C -1.922479 2.064340 -0.437969 0.2 0.5 -0.3
C -2.141005 3.532497 0.325479 -1.7 -0.7 0.7
C -3.757965 3.916318 0.489105 0.8 -0.1 0.9
Br -1.205862 5.018894 -0.711743 -0.6 -1.1 0.7
H 1.319560 -3.522380 0.025900 -1.8 0.8 1.2
H 0.218904 -4.192980 1.388318 0.0 2.1 -1.6
H 0.836243 -2.430792 1.486127 -0.9 -1.3 -1.7
H -0.573476 -1.675384 -2.090418 -0.9 0.5 2.2
H -2.157115 -1.086713 -1.252102 2.5 -0.7 0.8
H 0.710518 -0.478931 0.267666 -1.5 0.2 -1.5
H 1.649313 0.045564 -2.056410 -1.8 1.6 1.0
H 0.132335 1.195739 -2.523836 1.1 -1.9 1.7
H 0.965689 2.761292 -1.517709 0.9 -0.8 1.7
H -0.125206 0.541201 2.530457 -1.9 1.0 -1.0
H -1.732249 1.688960 2.527056 1.6 -1.5 -1.1
H -1.648396 -1.671304 2.410740 -1.9 3.2 -0.6
H -4.110828 0.459597 0.909224 1.6 -2.3 -0.9
H -3.957123 -1.634139 0.904247 0.6 2.5 0.1
H -2.953210 1.546096 -0.638301 2.0 1.0 0.6
H -1.490886 2.352501 -1.513096 -0.8 -0.9 2.4
H -1.697149 3.559964 1.408085 -0.5 -0.1 -2.4
H -4.340427 3.891161 -0.528342 1.3 0.1 2.1
H -3.849959 4.966508 1.049005 0.2 -2.2 -1.5
H -4.182076 3.123969 1.266339 0.7 1.5 -1.8
C 4.547825 -3.588638 1.242045 0.2 -0.2 0.1
O 3.931518 -3.655622 -0.030726 -0.2 -0.4 -0.6
H 4.301126 -2.630997 1.706367 0.0 -0.1 -0.2
H 4.177117 -4.402056 1.870695 0.1 0.1 0.2
H 5.631705 -3.667152 1.127715 0.0 0.1 0.3
H 4.168144 -4.515562 -0.417978 -0.2 0.6 0.1
C -5.206458 3.390547 -3.333414 0.1 0.0 -0.2
O -3.878659 3.251203 -2.862456 0.5 -0.2 -0.2
H -5.868847 3.565318 -2.482398 0.2 0.0 -0.1
H -5.264031 4.240681 -4.017688 -0.3 0.0 0.0
H -5.510066 2.474859 -3.846609 -0.3 0.1 0.0
H -3.314504 3.097366 -3.639319 -0.2 0.1 0.5
C 8.707544 -2.032348 0.455400 0.1 -0.1 -0.1
O 8.121452 -2.995132 1.312028 -0.1 -0.6 0.1
H 8.422259 -1.033957 0.795049 0.0 -0.2 0.0
H 9.795632 -2.128711 0.487818 0.0 0.2 -0.2
H 8.347866 -2.184229 -0.565185 0.1 0.2 -0.1
H 8.392167 -3.870282 0.986021 -0.2 0.5 0.3
```
Positions in Å, forces in eV/Å.

As for the SMILES: [H]/N=C(\C)C[C@H]1CNC(=O)[C@@]1(C[C@@H]1CO1)C[C@H](C)Br.CO.CO.CO. The calculation puts the frontier orbital gap at 0.356 Eh. For the total energy, the calculation gives -3688.71879 a.u. The highest occupied orbital energy is -9.3 eV.

[2]
# C16H33CdO17

C16H33CdO17 as an isolated structure (ωB97M-V/def2-TZVPD, the OMol25 dataset).

Structure (XYZ):
```
67
Properties=species:S:1:pos:R:3:forces:R:3
Cd -4.890584 -0.194977 2.366335 1.5 1.1 0.0
C -1.406197 0.114871 -0.073913 -0.4 0.0 -0.4
C -2.494943 0.976420 0.523026 -0.3 0.6 0.7
O -3.040914 0.431999 1.727849 -0.5 -0.6 0.9
H -1.771498 -0.651704 -0.762683 0.0 0.3 -0.4
H -0.766321 -0.445445 0.605725 0.0 0.6 0.5
H -0.765094 0.870156 -0.530931 0.4 -0.6 -0.5
H -3.287445 1.277243 -0.173652 0.1 -0.4 -0.3
H -2.015148 1.920812 0.796776 -0.3 0.0 0.2
C 0.156922 -3.998746 -2.804620 0.2 0.9 0.3
C -0.170984 -2.473020 -2.720428 -0.3 -1.3 -0.2
O 0.479674 -2.039278 -1.537461 -0.2 0.3 0.6
C 0.943625 -3.093871 -0.838735 -0.1 -1.0 -1.9
O 1.350567 -3.102518 0.267454 0.5 0.2 -1.4
O 0.910723 -4.201585 -1.615881 0.2 -0.2 0.3
H 0.741842 -4.261083 -3.681441 0.0 -0.2 0.1
H -0.738887 -4.605637 -2.701483 0.0 0.0 -0.4
H -1.253293 -2.458811 -2.588138 0.0 0.8 -0.1
H 0.187318 -1.885129 -3.557115 -0.1 0.1 -0.1
C -2.383060 2.467449 -3.869716 -0.5 -1.1 -0.3
C -1.013898 2.495516 -3.168316 -0.6 1.1 0.2
O -0.098896 2.684612 -4.242722 0.5 0.0 -0.1
C -0.718865 2.580080 -5.441346 -0.9 -0.1 0.3
O -0.250837 2.537720 -6.523490 0.8 0.2 0.0
O -2.055334 2.497540 -5.242734 -0.3 0.0 -0.3
H -3.077506 3.280887 -3.658751 0.4 0.3 0.2
H -2.970201 1.554937 -3.719823 0.3 -0.1 0.2
H -0.689981 1.649378 -2.569865 -0.3 -0.3 -0.3
H -1.046160 3.365327 -2.509435 0.7 0.1 0.0
C 4.280342 -0.794900 0.179886 1.6 0.4 -0.5
C 4.960746 0.579615 0.378167 0.3 -0.2 0.1
O 3.851335 1.491452 0.318452 1.0 0.6 0.0
C 2.762515 0.849732 -0.028562 -1.3 -0.1 -0.3
O 1.709698 1.384638 -0.303337 0.2 0.0 0.2
O 2.913987 -0.470407 -0.013607 0.1 0.5 -1.6
H 4.442954 -1.488618 0.999445 0.1 0.4 -0.7
H 4.713547 -1.182022 -0.742412 -0.4 -0.4 -0.1
H 5.680805 0.765611 -0.419791 -0.4 0.3 -0.3
H 5.538713 0.756425 1.283220 -0.5 -0.2 0.4
C 1.352155 -1.495449 2.235984 -0.3 -1.8 2.2
C 1.338812 -2.950653 2.787953 -1.2 -0.4 -2.3
O 2.642210 -3.162353 3.263933 0.7 0.0 0.9
C 3.481946 -2.299857 2.655351 -3.0 -0.4 0.6
O 4.652236 -2.400602 2.654532 1.4 0.2 0.1
O 2.745804 -1.335778 2.020180 0.2 -0.1 1.7
H 0.968913 -0.877100 3.048803 0.3 0.8 -0.4
H 0.774474 -1.488413 1.320644 0.4 0.6 0.2
H 1.238019 -3.565052 1.883237 0.0 -0.1 1.4
H 0.496476 -3.263033 3.395714 0.5 0.5 1.0
O -1.761771 -2.506345 1.774366 -0.2 -0.2 -0.2
H -2.465974 -2.368614 2.413405 0.2 -0.1 0.1
H -1.806174 -1.728485 1.208099 0.0 0.1 0.1
O -1.928891 -0.272721 4.356159 -0.4 0.4 -0.1
H -2.006914 0.351398 3.613588 0.1 -0.3 0.0
H -2.561012 -0.970893 4.162931 0.3 -0.2 0.1
O -5.533301 -1.126011 0.582812 -0.9 -0.8 -1.3
H -5.019523 -0.980133 -0.231105 0.1 0.0 0.3
H -6.334345 -1.601486 0.302652 0.1 0.1 0.2
C -0.043624 3.313437 2.162081 0.4 0.3 -0.6
C -0.068115 4.501178 1.217785 0.2 0.3 -0.4
O 0.991836 4.428935 0.271959 -0.3 -0.3 0.0
H 1.001025 3.193786 2.454692 -0.2 0.0 0.6
H -0.268586 2.399584 1.607517 -0.2 0.0 0.1
H -0.736058 3.476051 2.986378 0.2 -0.3 0.2
H 0.077414 5.446225 1.743578 0.0 -0.1 0.2
H -1.029203 4.596812 0.690912 -0.1 -0.1 0.1
H 1.082907 3.500887 0.009918 0.3 0.0 -0.1
```
Positions in Å, forces in eV/Å.

Its charge is +1. The calculation puts the frontier orbital gap at 0.151 Eh. For the relative energy (zero: lowest compared OMol25 entry of this formula, charge and spin), the calculation gives 76.3 kcal/mol. For the total energy, the calculation gives -2075.86548 a.u. The highest occupied orbital energy is -11.8 eV.

[3]
# C16H33FO13S

A 4-piece molecular cluster, C16H33FO13S overall (ωB97M-V/def2-TZVPD, the OMol25 dataset).

Structure (XYZ):
```
64
Properties=species:S:1:pos:R:3:forces:R:3
C -1.571246 -4.990481 2.098870 -0.3 0.6 0.4
O -1.397606 -6.371663 1.798208 0.2 0.6 -0.3
C -0.217611 -6.562401 1.035617 0.4 -0.4 0.1
C 1.101267 -6.449309 1.905053 -1.4 0.6 -1.5
O 2.001609 -7.474772 1.444628 0.3 0.0 1.3
C 2.657700 -8.132173 2.492784 0.3 -0.3 -2.0
S 3.489696 -7.012823 3.721016 1.0 -2.0 5.0
O 2.555331 -6.890749 4.869446 1.6 0.8 -3.1
O 4.769655 -7.653960 4.107192 -2.4 1.9 -1.9
F 3.778104 -5.539859 3.062211 -0.5 -2.0 0.5
H -2.616063 -4.776394 2.418046 0.6 -0.5 -0.4
H -0.934655 -4.675662 2.962314 -0.2 -0.1 -0.7
H -1.347709 -4.368252 1.198230 -0.1 -0.3 0.7
H -0.270805 -7.580215 0.587251 0.1 0.6 0.4
H -0.186397 -5.825325 0.202790 0.0 -0.4 0.4
H 1.567026 -5.471057 1.645340 -0.1 -0.6 0.7
H 0.816130 -6.529229 2.973356 0.4 -0.1 -0.5
H 3.460073 -8.748339 2.027201 -0.3 0.7 0.5
H 2.004663 -8.845775 3.044938 0.3 1.0 0.3
C -2.674225 1.864727 2.981082 -0.2 0.1 -0.2
C -1.969054 0.526841 2.881845 0.2 0.5 0.4
O -2.752254 -0.420336 2.141481 0.1 -0.2 -0.1
C -2.710356 -0.279568 0.816416 -0.3 -0.1 0.3
O -2.078970 0.543810 0.212256 0.2 0.1 -0.2
O -3.514539 -1.200911 0.275980 0.1 0.0 0.0
C -3.632805 -1.099739 -1.143299 -0.1 -0.1 -0.4
H -3.680298 1.737514 3.385552 0.1 0.0 0.1
H -2.116061 2.546384 3.623841 0.0 -0.1 0.0
H -2.779567 2.327703 1.998824 0.1 0.0 0.0
H -1.840590 0.106292 3.879132 -0.1 -0.2 -0.1
H -0.974624 0.629383 2.443365 -0.1 0.0 -0.1
H -2.654341 -1.092362 -1.622287 0.0 0.1 0.1
H -4.194902 -0.203725 -1.407721 0.1 0.0 0.0
H -4.183209 -1.972717 -1.488171 0.0 0.0 0.2
C 2.859694 6.092867 3.144868 0.1 -0.2 -0.2
C 1.375465 6.182018 2.850166 0.2 0.2 0.5
O 1.090064 5.793481 1.501621 -0.2 0.0 0.0
C 1.072508 4.477021 1.279016 0.1 0.2 -0.3
O 1.255682 3.617796 2.098682 0.0 -0.1 0.2
O 0.832267 4.282719 -0.018900 0.0 0.0 0.1
C 0.873448 2.909301 -0.416094 -0.1 -0.4 -0.3
H 3.430243 6.662591 2.409018 -0.1 0.1 0.1
H 3.078209 6.479911 4.140981 0.0 0.0 0.0
H 3.209459 5.061000 3.092966 -0.1 0.0 0.1
H 1.044625 7.216010 2.948620 -0.1 -0.1 -0.3
H 0.790116 5.586535 3.553325 0.1 -0.1 -0.2
H 0.221705 2.296609 0.205894 0.1 0.1 0.1
H 1.899141 2.541117 -0.375958 -0.1 0.0 0.1
H 0.522725 2.851389 -1.445023 0.0 0.2 0.0
C -0.434680 1.353562 -7.259438 -0.2 0.0 0.2
C 0.644761 2.416295 -7.316296 0.1 -0.5 -0.3
O 0.169051 3.666708 -6.805053 0.1 0.1 0.0
C 0.124853 3.758659 -5.474670 -0.2 0.1 -0.3
O 0.456692 2.907588 -4.693807 0.1 -0.1 0.1
O -0.370482 4.957430 -5.160935 0.1 0.0 0.0
C -0.552961 5.152984 -3.758510 -0.1 0.2 0.4
H -1.339706 1.700902 -7.761352 0.1 0.0 -0.1
H -0.094501 0.433649 -7.736746 0.0 0.0 0.0
H -0.707343 1.125023 -6.228231 0.1 0.0 0.0
H 0.926730 2.595844 -8.353766 -0.1 0.3 0.1
H 1.545578 2.102375 -6.785762 -0.1 0.1 0.1
H 0.361821 4.939798 -3.206651 -0.1 -0.1 0.0
H -1.371047 4.527580 -3.399476 0.1 -0.1 0.0
H -0.817481 6.196382 -3.601277 0.0 0.0 -0.3
```
Positions in Å, forces in eV/Å.

As for the SMILES: COCCOCS(=O)(=O)F.CCOC(=O)OC.CCOC(=O)OC.CCOC(=O)OC. The calculation puts the frontier orbital gap at 0.377 Eh. For the total energy, the calculation gives -2105.56797 a.u. The highest occupied orbital energy is -10.1 eV.

[4]
# C16H34AsN6RhS

C16H34AsN6RhS as an isolated structure (ωB97M-V/def2-TZVPD, the OMol25 dataset).

Structure (XYZ):
```
59
Properties=species:S:1:pos:R:3:forces:R:3
Rh 0.066290 -0.558917 0.377576 1.2 -0.8 -0.2
C -3.322470 -2.718286 -1.017041 0.0 0.0 0.0
C -2.075304 -1.926889 -0.837161 0.2 -0.1 -0.2
N -1.658946 -1.450630 0.291506 -0.4 0.2 0.2
N -2.335362 -1.667964 1.479998 0.1 0.1 0.0
C -1.666180 -1.497421 2.643818 0.0 0.0 0.0
N -2.234345 -1.851493 3.769225 0.0 0.0 0.0
S -0.081321 -0.788342 2.651081 -0.4 0.1 -0.1
C -1.149417 -1.671600 -1.972598 0.1 0.1 0.1
C -1.393361 -2.132524 -3.250866 0.0 0.0 0.1
C -0.478640 -1.842889 -4.263713 0.0 0.0 0.0
C 0.645956 -1.101134 -3.958137 0.0 0.0 -0.1
C 0.843544 -0.686901 -2.645855 0.0 -0.1 0.1
N -0.015808 -0.970665 -1.669146 -0.5 0.1 0.0
H -4.096216 -2.507162 -0.280780 0.0 0.0 0.0
H -3.096128 -3.789471 -0.991068 0.0 0.0 0.0
H -3.760529 -2.498468 -1.989090 0.0 0.0 0.0
H -3.244148 -2.112276 1.432626 0.0 0.0 0.0
H -3.132327 -2.318820 3.819742 0.0 0.0 0.0
H -1.760615 -1.691263 4.650014 0.0 0.0 0.0
H -2.278381 -2.710772 -3.476262 0.0 0.0 0.0
H -0.655716 -2.193734 -5.272660 0.0 0.0 0.0
H 1.373030 -0.846307 -4.717601 0.0 0.0 0.0
H 1.723142 -0.119267 -2.368923 0.0 0.0 0.0
C -2.640595 1.984526 2.412493 0.0 0.1 -0.1
C -2.614181 1.881798 0.894547 0.1 0.1 -0.1
As -0.863731 1.625287 0.090504 0.1 0.0 0.3
C 0.429046 2.851669 0.883593 -0.1 0.0 0.0
C 1.134335 2.441363 2.168386 0.0 0.0 0.0
C -1.012940 2.174013 -1.765124 0.0 0.0 0.1
C -2.254248 1.677864 -2.495770 0.0 0.0 0.0
H -3.651482 2.233038 2.734715 0.0 0.0 0.0
H -1.981096 2.768574 2.782602 0.0 0.0 0.0
H -2.360009 1.050787 2.890120 0.0 -0.1 0.1
H -2.903214 2.832074 0.431237 -0.1 0.0 0.0
H -3.293559 1.124819 0.501405 0.0 0.0 0.0
H -0.180317 3.745651 1.050009 0.0 0.1 0.0
H 1.130783 3.090143 0.082990 0.0 0.0 0.0
H 0.441743 2.296332 2.995269 0.0 0.0 0.0
H 1.829515 3.230355 2.454872 0.0 0.0 0.0
H 1.709567 1.523892 2.044106 0.0 -0.1 0.0
H -0.081829 1.918468 -2.270473 0.0 0.0 0.0
H -1.025660 3.265532 -1.668279 0.0 0.0 0.0
H -2.288569 0.589303 -2.569044 0.0 0.1 0.0
H -2.253207 2.075898 -3.510141 0.0 0.0 0.0
H -3.172835 2.021498 -2.021196 0.0 0.0 0.0
N 6.243287 -0.087369 0.854523 0.0 0.0 0.0
C 4.988761 -0.926491 0.769749 0.1 0.0 0.0
C 3.720724 -0.078398 0.583148 0.0 0.0 0.0
N 2.498133 -0.925533 0.590916 -0.2 0.3 0.0
H 7.069516 -0.690553 0.947161 0.0 0.0 0.0
H 6.247529 0.537543 1.666787 0.0 0.0 0.0
H 6.396725 0.489526 0.021704 0.0 0.0 0.0
H 4.952482 -1.501153 1.694772 0.0 0.0 0.0
H 5.143882 -1.617163 -0.058253 0.0 0.0 0.0
H 3.755837 0.476430 -0.354997 0.0 0.0 0.0
H 3.629714 0.647301 1.390862 0.0 0.0 0.0
H 2.450416 -1.415244 1.483170 0.0 0.0 0.0
H 2.588757 -1.658593 -0.111048 0.0 0.0 0.0
```
Positions in Å, forces in eV/Å.

Its charge is +4. The calculation puts the frontier orbital gap at 0.280 Eh. For the relative energy (zero: lowest compared OMol25 entry of this formula, charge and spin), the calculation gives 0.0 kcal/mol. For the total energy, the calculation gives -3701.69311 a.u. The highest occupied orbital energy is -20.9 eV.

| no. | E_LUMO (eV) |
| --- | --- |
| 1 | 0.37 |
| 2 | -7.64 |
| 3 | 0.20 |
| 4 | -13.24 |